[1]
65
Properties=species:S:1:pos:R:3:lowdin_charge:R:1 method="wB97M-V/def2-TZVPD" charge=-2 fmax_ha_per_bohr=0.03717 lumo_ev=3.1 e_above_lowest_kj_mol=145.4
Cs 0.675 1.409 2.104 1.493
S 1.846 -3.052 -7.292 0.939
N 2.202 -3.646 -5.833 -0.238
C 1.682 -2.820 -4.949 -0.303
C 1.755 -2.968 -3.498 -0.102
C 2.428 -4.019 -2.879 -0.017
C 2.439 -4.080 -1.506 -0.052
C 1.758 -3.087 -0.794 -0.125
N 1.120 -2.085 -1.373 0.152
C 1.124 -2.010 -2.706 -0.139
C 0.420 -0.841 -3.321 -0.155
N -0.125 0.041 -2.484 0.144
C -0.743 1.103 -2.983 -0.099
C -0.853 1.328 -4.363 -0.032
C -0.297 0.421 -5.230 -0.017
C 0.361 -0.693 -4.705 -0.108
C 0.996 -1.710 -5.539 -0.297
N 1.021 -1.734 -6.858 -0.235
H 2.929 -4.761 -3.489 0.110
H 2.960 -4.866 -0.978 0.101
H 1.743 -3.102 0.289 0.093
H -1.178 1.807 -2.269 0.010
H -1.374 2.210 -4.711 0.106
H -0.352 0.547 -6.305 0.109
Cl 5.006 -3.977 6.668 0.564
C 4.229 -2.839 5.569 -0.684
C 4.498 -2.919 4.193 -0.160
C 3.905 -2.045 3.328 -0.566
Cl 4.276 -2.165 1.624 0.669
C 2.989 -0.992 3.746 -0.438
O 2.474 -0.184 2.949 -0.364
C 2.755 -0.975 5.169 -0.129
C 1.860 0.002 5.790 -0.246
O 1.224 0.883 5.254 -0.014
C 3.370 -1.883 6.037 -0.104
H 5.182 -3.670 3.819 0.094
H 1.789 -0.120 6.896 0.110
H 3.156 -1.820 7.100 0.102
O -1.535 2.649 2.019 -0.323
C -1.099 3.516 1.209 -0.782
O 0.087 3.594 0.785 -0.274
C -2.072 4.604 0.777 -0.174
C -2.048 5.779 1.521 -0.067
C -2.893 6.848 1.246 -0.146
C -3.783 6.723 0.187 -0.152
C -3.816 5.553 -0.560 -0.171
C -2.978 4.448 -0.304 -0.678
S -3.117 2.995 -1.291 0.442
H -1.341 5.854 2.343 0.107
H -2.855 7.754 1.842 0.073
H -4.461 7.537 -0.056 0.076
H -4.517 5.457 -1.382 0.068
C -2.230 -1.827 -0.364 -0.154
C -3.365 -0.778 -0.260 -0.153
C -3.114 -0.107 1.090 -0.188
O -2.428 -1.100 1.877 -0.153
C -1.503 -1.694 0.982 -0.231
H -1.544 -1.608 -1.191 0.069
H -2.625 -2.835 -0.495 0.095
H -4.343 -1.262 -0.278 0.097
H -3.333 -0.036 -1.057 0.071
H -4.021 0.166 1.625 0.121
H -2.506 0.793 0.982 0.078
H -1.187 -2.646 1.412 0.113
H -0.622 -1.061 0.869 0.069

[2]
60
Properties=species:S:1:pos:R:3:nbo_charge:R:1 method="wB97M-V/def2-TZVPD" charge=-1 fmax_ha_per_bohr=0.04299 lumo_ev=0.6
C 5.334 1.395 0.019 -0.478
C 6.404 1.293 0.842 -0.654
Al 6.633 2.810 2.196 0.828
P 4.570 2.934 3.342 0.459
O 3.436 3.388 2.181 -1.000
Cl 4.165 0.917 3.887 -0.404
H 5.273 2.234 -0.670 0.178
H 4.538 0.649 0.030 0.164
H 7.065 0.425 0.838 0.194
H 6.903 4.237 1.509 -0.383
H 7.854 2.473 3.179 -0.376
H 3.902 3.503 1.336 0.491
C 0.245 1.163 3.573 -0.186
C 1.194 0.946 2.581 -0.150
C 1.214 -0.258 1.896 -0.179
C 0.294 -1.252 2.207 -0.077
C -0.647 -1.040 3.223 -0.159
C -0.672 0.175 3.895 -0.155
C -1.608 -2.103 3.605 0.547
O -2.432 -1.927 4.481 -0.538
C -1.538 -3.409 2.888 -0.138
C -2.391 -4.439 3.264 -0.158
C -2.347 -5.652 2.599 -0.199
C -1.456 -5.840 1.548 -0.202
C -0.600 -4.819 1.173 -0.179
C -0.632 -3.604 1.846 -0.052
C 0.318 -2.527 1.453 0.523
O 1.093 -2.698 0.530 -0.556
H 0.227 2.107 4.102 0.222
H 1.914 1.715 2.343 0.262
H 1.951 -0.427 1.122 0.240
H -1.406 0.344 4.671 0.230
H -3.086 -4.289 4.079 0.236
H -3.009 -6.455 2.897 0.213
H -1.427 -6.787 1.024 0.213
H 0.098 -4.964 0.359 0.234
C -3.963 4.187 -4.758 -0.197
C -3.454 4.738 -3.586 -0.197
C -2.666 3.973 -2.744 -0.159
C -2.392 2.649 -3.063 -0.130
C -2.920 2.090 -4.228 -0.056
C -3.697 2.867 -5.078 -0.192
C -2.676 0.659 -4.565 0.538
O -3.134 0.177 -5.582 -0.539
C -1.868 -0.160 -3.625 -0.156
C -1.674 -1.510 -3.892 -0.160
C -0.913 -2.282 -3.031 -0.196
C -0.331 -1.711 -1.902 -0.194
C -0.526 -0.367 -1.629 -0.176
C -1.300 0.410 -2.481 -0.063
C -1.527 1.844 -2.154 0.530
O -1.028 2.348 -1.172 -0.512
H -4.571 4.789 -5.420 0.213
H -3.672 5.767 -3.332 0.215
H -2.265 4.399 -1.835 0.241
H -4.095 2.435 -5.986 0.236
H -2.122 -1.953 -4.770 0.232
H -0.768 -3.334 -3.239 0.213
H 0.270 -2.314 -1.228 0.254
H -0.080 0.079 -0.749 0.245

[3]
74
Properties=species:S:1:pos:R:3:lowdin_spin:R:1 method="wB97M-V/def2-TZVPD" spin_multiplicity=6 charge=-1 fmax_ha_per_bohr=0.02726 lumo_ev="1.9 / 0.1"
Fe -0.290 -0.306 -0.505 3.710
C 0.105 -3.036 -2.619 0.002
N -0.791 -2.489 -1.603 0.047
C -1.020 -3.415 -0.518 0.001
C 0.234 -3.455 0.336 0.048
N 0.602 -2.104 0.723 0.473
C 1.783 -1.891 1.319 0.018
C 2.834 -2.824 1.540 0.108
F 2.695 -4.113 1.220 0.035
C 4.042 -2.450 2.079 -0.015
F 5.011 -3.352 2.240 -0.014
C 4.263 -1.139 2.475 0.130
F 5.432 -0.792 2.995 0.042
C 3.248 -0.201 2.347 -0.017
F 3.443 1.042 2.773 -0.015
C 2.050 -0.576 1.797 0.111
F 1.094 0.342 1.724 0.037
C -1.998 -1.959 -2.228 0.003
C -1.652 -0.706 -3.069 0.010
N -0.443 -0.078 -2.547 0.076
C 0.445 0.379 -3.491 0.010
C -0.014 0.934 -4.702 0.007
F -1.334 1.202 -4.885 0.001
C 0.824 1.340 -5.720 0.000
F 0.307 1.866 -6.845 0.000
C 2.186 1.225 -5.583 0.006
F 3.011 1.592 -6.585 0.002
C 2.667 0.733 -4.383 0.000
F 4.013 0.636 -4.300 -0.001
C 1.873 0.324 -3.329 0.006
F 3.806 0.331 -1.658 0.001
H -0.344 -3.928 -3.084 0.001
H 1.072 -3.293 -2.196 0.000
H 0.293 -2.286 -3.382 0.000
H -1.257 -4.436 -0.860 0.001
H -1.860 -3.054 0.077 0.000
H 1.050 -3.927 -0.212 0.013
H 0.056 -4.061 1.232 0.017
H -2.704 -1.699 -1.442 0.000
H -2.481 -2.717 -2.867 0.001
H -2.528 -0.048 -3.066 0.001
H -1.503 -1.025 -4.105 0.001
S -2.251 -0.410 0.728 0.052
C -1.930 1.041 1.644 0.010
N -2.232 1.250 2.872 0.007
N -2.795 0.225 3.538 0.002
C -2.772 0.202 4.926 0.000
C -2.354 1.300 5.677 0.000
C -2.343 1.218 7.062 0.000
C -2.742 0.061 7.719 0.000
C -3.167 -1.025 6.964 0.000
C -3.187 -0.959 5.581 0.000
N -1.363 2.198 1.018 -0.003
N -0.727 1.968 -0.021 0.030
C -0.422 3.147 -0.794 0.002
C -1.141 4.328 -0.665 0.001
C -0.835 5.399 -1.487 0.000
C 0.187 5.293 -2.427 0.001
C 0.917 4.120 -2.527 0.000
C 0.612 3.044 -1.706 0.000
H -2.900 -0.646 3.026 0.002
H -2.033 2.194 5.163 0.000
H -2.011 2.075 7.635 0.000
H -2.716 0.004 8.799 0.000
H -3.487 -1.936 7.455 0.000
H -3.515 -1.811 4.996 0.000
H -1.939 4.384 0.063 0.000
H -1.400 6.319 -1.400 0.000
H 0.409 6.127 -3.082 0.000
H 1.726 4.029 -3.242 0.000
H 1.179 2.129 -1.762 0.000
F 2.719 -1.667 -1.972 0.000
B 2.595 -0.262 -2.000 0.002
F 1.696 0.076 -0.871 0.035

[4]
64
Properties=species:S:1:pos:R:3:nbo_charge:R:1 method="wB97M-V/def2-TZVPD" spin_multiplicity=2 charge=0 fmax_ha_per_bohr=0.05944 lumo_ev="-1.2 / -1.1" e_above_lowest_kj_mol=78.0
Fe 0.146 0.041 0.978 1.110
C 2.287 -2.854 3.299 -0.261
C 2.940 -3.578 2.304 -0.140
C 2.500 -3.493 1.004 -0.242
C 1.411 -2.663 0.684 0.382
N 0.810 -1.934 1.662 -0.528
C 1.234 -2.050 2.925 0.088
N 0.966 -2.675 -0.607 -0.506
C -0.046 -1.990 -1.020 0.460
N -0.642 -0.952 -0.342 -0.590
C -1.871 -0.702 -0.908 0.495
N -2.858 -0.076 -0.358 -0.548
C -2.905 0.347 0.936 0.360
C -4.171 0.707 1.440 -0.235
C -4.309 1.118 2.742 -0.150
C -3.181 1.181 3.559 -0.253
C -1.970 0.810 3.019 0.049
N -1.822 0.410 1.750 -0.565
C -1.977 -1.474 -2.142 -0.096
C -2.972 -1.567 -3.102 -0.159
C -2.800 -2.483 -4.126 -0.198
C -1.658 -3.282 -4.198 -0.197
C -0.660 -3.189 -3.243 -0.176
C -0.833 -2.280 -2.212 -0.013
H 2.594 -2.906 4.333 0.233
H 3.782 -4.209 2.557 0.223
H 2.953 -4.059 0.203 0.235
H 0.695 -1.464 3.660 0.213
H -5.015 0.626 0.769 0.236
H -5.282 1.372 3.142 0.225
H -3.243 1.510 4.586 0.232
H -1.067 0.834 3.618 0.239
H -3.852 -0.941 -3.047 0.229
H -3.568 -2.592 -4.880 0.218
H -1.563 -3.986 -5.015 0.219
H 0.229 -3.805 -3.284 0.232
N -0.452 1.777 0.349 -0.756
C -0.496 2.126 -1.022 0.119
C -1.695 2.319 -1.697 -0.223
C -1.691 2.671 -3.038 -0.211
C -0.487 2.834 -3.711 -0.212
C 0.708 2.593 -3.049 -0.200
C 0.710 2.229 -1.708 0.030
C 1.934 1.840 -0.994 -0.174
C 3.136 2.540 -1.121 -0.187
C 4.291 2.057 -0.527 -0.219
C 4.261 0.865 0.184 -0.208
C 3.055 0.186 0.351 -0.180
C 1.911 0.712 -0.211 -0.114
H 0.262 2.276 0.870 0.435
H -1.351 1.855 0.801 0.415
H -2.628 2.185 -1.161 0.223
H -2.627 2.827 -3.557 0.217
H -0.477 3.129 -4.752 0.216
H 1.651 2.673 -3.574 0.219
H 3.144 3.463 -1.689 0.211
H 5.219 2.603 -0.632 0.214
H 5.162 0.464 0.630 0.213
H 3.047 -0.726 0.931 0.198
F 0.906 1.131 2.420 -0.593
B 1.901 1.373 3.612 1.378
F 2.337 2.652 3.429 -0.537
F 1.119 1.188 4.726 -0.551
F 2.865 0.408 3.453 -0.546

[5]
66
Properties=species:S:1:pos:R:3:nbo_charge:R:1 method="wB97M-V/def2-TZVPD" charge=+3 fmax_ha_per_bohr=0.06714 lumo_ev=-12.3
Ir -0.125 -0.148 0.147 1.347
Br -6.179 0.954 2.546 0.291
C -4.447 0.816 1.913 -0.019
C -4.068 1.458 0.740 -0.236
C -2.768 1.314 0.303 0.091
N -1.866 0.578 0.971 -0.504
C -2.220 -0.005 2.133 0.147
C -3.502 0.080 2.627 -0.225
C -1.087 -0.671 2.809 0.246
C -1.172 -1.243 4.062 -0.237
C -0.035 -1.812 4.623 -0.010
Br -0.134 -2.684 6.259 0.295
C 1.174 -1.729 3.945 -0.232
C 1.184 -1.155 2.690 0.083
N 0.079 -0.666 2.116 -0.415
H -4.770 2.053 0.173 0.289
H -2.421 1.810 -0.595 0.245
H -3.784 -0.398 3.555 0.269
H -2.099 -1.241 4.617 0.271
H 2.092 -2.080 4.395 0.290
H 2.106 -1.062 2.133 0.245
C 4.998 -2.256 -0.468 -0.259
N 3.883 -1.307 -0.377 -0.114
C 2.608 -1.457 -0.711 0.231
N 1.925 -0.384 -0.319 -0.618
C 2.878 0.413 0.266 0.129
N 4.066 -0.125 0.255 -0.169
C 5.049 -3.201 0.717 0.023
C 6.249 -3.384 1.420 -0.194
C 6.332 -4.239 2.517 -0.174
C 5.214 -4.924 2.944 -0.128
C 4.003 -4.751 2.240 -0.119
C 3.935 -3.892 1.124 -0.245
C 2.844 -5.428 2.670 0.425
N 2.701 -6.237 3.739 -0.228
N 1.444 -6.624 3.773 -0.227
C 0.818 -6.054 2.724 0.400
O 1.673 -5.289 2.018 -0.419
C -0.537 -6.173 2.349 -0.037
C -1.408 -6.938 3.151 -0.152
C -2.731 -7.049 2.774 -0.179
C -3.183 -6.409 1.625 -0.178
C -2.326 -5.636 0.826 -0.063
C -2.864 -4.955 -0.418 -0.245
N -2.098 -3.756 -0.768 -0.105
C -1.961 -2.628 -0.080 0.232
N -1.043 -1.871 -0.669 -0.468
C -0.648 -2.613 -1.749 0.145
N -1.263 -3.763 -1.832 -0.156
C -1.005 -5.527 1.185 -0.247
H 5.900 -1.654 -0.511 0.269
H 4.904 -2.805 -1.405 0.247
H 2.215 -2.296 -1.263 0.245
H 2.682 1.395 0.669 0.244
H 7.137 -2.849 1.102 0.236
H 7.274 -4.360 3.034 0.253
H 5.249 -5.590 3.796 0.262
H 2.997 -3.807 0.589 0.194
H -1.032 -7.427 4.039 0.261
H -3.417 -7.637 3.367 0.251
H -4.222 -6.523 1.333 0.232
H -3.911 -4.683 -0.298 0.247
H -2.783 -5.618 -1.278 0.277
H -2.527 -2.381 0.804 0.247
H 0.075 -2.281 -2.476 0.243
H -0.304 -4.979 0.567 0.204

[6]
67
Properties=species:S:1:pos:R:3:nbo_charge:R:1 method="wB97M-V/def2-TZVPD" smiles="O=C=Nc1nnc(CCCBr)nn1.O=C1C=CC(=O)C=C1.O=C1C=CC(=O)C=C1.O=C1C=CC(=O)C=C1.O=C1C=CC(=O)C=C1" charge=0 fmax_ha_per_bohr=0.01960 lumo_ev=-1.7 e_above_lowest_kj_mol=0.0
O 5.969 -4.303 0.069 -0.444
C 5.001 -3.820 -0.307 0.907
N 4.021 -3.255 -0.775 -0.566
C 2.779 -3.399 -0.100 0.447
N 2.012 -4.417 -0.469 -0.177
N 0.855 -4.539 0.142 -0.165
C 0.543 -3.633 1.072 0.324
C -0.783 -3.735 1.764 -0.453
C -1.938 -3.207 0.918 -0.409
C -2.292 -3.962 -0.364 -0.438
Br -2.371 -5.886 -0.169 -0.011
N 1.327 -2.614 1.422 -0.182
N 2.483 -2.479 0.805 -0.205
H -0.965 -4.763 2.070 0.246
H -0.729 -3.132 2.668 0.239
H -1.747 -2.172 0.628 0.219
H -2.832 -3.221 1.543 0.217
H -1.637 -3.673 -1.180 0.213
H -3.294 -3.668 -0.644 0.243
O -0.062 0.368 -1.238 -0.513
C 0.583 1.210 -0.645 0.482
C 1.760 0.829 0.174 -0.231
C 2.461 1.743 0.838 -0.223
C 2.087 3.179 0.788 0.484
O 2.727 4.014 1.396 -0.515
C 0.907 3.556 -0.026 -0.223
C 0.210 2.643 -0.696 -0.218
H 2.001 -0.224 0.199 0.241
H 3.321 1.488 1.444 0.233
H 0.649 4.607 -0.039 0.235
H -0.651 2.895 -1.295 0.245
O -4.923 -0.212 3.727 -0.484
C -4.329 0.576 3.025 0.486
C -4.307 2.027 3.342 -0.226
C -3.656 2.893 2.570 -0.233
C -2.923 2.443 1.362 0.483
O -2.323 3.227 0.656 -0.505
C -2.943 0.993 1.042 -0.230
C -3.596 0.128 1.813 -0.232
H -4.848 2.331 4.229 0.235
H -3.626 3.954 2.781 0.234
H -2.404 0.688 0.152 0.242
H -3.627 -0.933 1.600 0.232
O -4.601 -2.355 -2.217 -0.511
C -4.827 -2.797 -3.324 0.485
C -3.780 -3.513 -4.095 -0.239
C -4.028 -3.996 -5.309 -0.211
C -5.362 -3.841 -5.943 0.473
O -5.589 -4.282 -7.047 -0.478
C -6.409 -3.125 -5.169 -0.226
C -6.160 -2.642 -3.955 -0.225
H -2.816 -3.616 -3.615 0.232
H -3.281 -4.522 -5.890 0.235
H -7.374 -3.023 -5.650 0.235
H -6.907 -2.118 -3.373 0.232
O 6.394 6.986 3.707 -0.490
C 6.602 6.277 2.747 0.475
C 7.897 6.333 2.019 -0.229
C 8.129 5.558 0.964 -0.235
C 7.103 4.603 0.470 0.488
O 7.317 3.896 -0.491 -0.496
C 5.812 4.548 1.198 -0.239
C 5.579 5.323 2.253 -0.218
H 8.628 7.036 2.397 0.231
H 9.063 5.582 0.417 0.231
H 5.077 3.850 0.824 0.237
H 4.641 5.295 2.791 0.243

[7]
64
Properties=species:S:1:pos:R:3:nbo_charge:R:1 method="wB97M-V/def2-TZVPD" spin_multiplicity=2 charge=+1 fmax_ha_per_bohr=0.02067 lumo_ev="-4.0 / -3.7"
Cr -0.926 -1.171 0.515 1.156
O 0.404 0.440 -0.009 -0.708
C 1.792 0.001 -0.032 0.083
C 1.815 -1.227 0.913 0.787
O 2.824 -1.836 1.123 -0.559
O 0.634 -1.504 1.471 -0.646
C 2.138 -0.336 -1.480 -0.073
C 2.817 -1.483 -1.869 -0.175
C 3.080 -1.719 -3.215 -0.217
C 2.671 -0.813 -4.180 -0.204
C 2.012 0.350 -3.794 -0.194
C 1.755 0.586 -2.454 -0.211
C 2.722 1.093 0.505 0.030
C 2.280 2.157 1.282 -0.266
C 3.170 3.116 1.755 -0.184
C 4.519 3.005 1.475 -0.194
C 4.972 1.936 0.712 -0.185
C 4.083 0.992 0.226 -0.196
H 0.357 1.388 0.161 0.522
H 3.171 -2.179 -1.121 0.238
H 3.608 -2.619 -3.506 0.228
H 2.876 -1.002 -5.226 0.229
H 1.710 1.077 -4.538 0.224
H 1.254 1.504 -2.164 0.211
H 1.238 2.273 1.544 0.186
H 2.802 3.942 2.351 0.219
H 5.216 3.744 1.848 0.228
H 6.026 1.839 0.486 0.229
H 4.449 0.168 -0.372 0.232
O -4.015 -3.351 1.514 -0.521
C -3.176 -2.506 1.397 0.757
O -2.034 -2.647 0.728 -0.630
C -3.354 -1.131 2.000 0.135
C -4.585 -0.744 2.553 -0.226
C -4.714 0.531 3.015 -0.119
C -3.593 1.396 3.004 -0.017
C -3.630 2.714 3.527 -0.192
C -2.498 3.473 3.574 -0.180
C -1.266 2.936 3.132 -0.174
C -1.209 1.679 2.606 -0.230
C -2.377 0.902 2.493 0.141
N -2.297 -0.348 1.930 -0.452
H -5.386 -1.469 2.572 0.266
H -5.656 0.887 3.418 0.236
H -4.569 3.095 3.911 0.230
H -2.532 4.475 3.979 0.234
H -0.361 3.521 3.241 0.229
H -0.277 1.204 2.340 0.222
N -3.180 0.494 -2.603 -0.315
C -3.000 0.477 -1.288 0.248
N -2.066 -0.414 -1.015 -0.488
C -1.703 -0.912 -2.241 0.319
N -2.363 -0.387 -3.234 -0.209
C -0.729 -2.013 -2.269 0.125
C -0.410 -2.767 -3.376 0.055
N 0.360 -3.851 -3.271 -0.324
C 0.789 -4.173 -2.059 0.031
C 0.500 -3.402 -0.937 0.050
N -0.244 -2.310 -1.055 -0.382
H -3.824 1.054 -3.141 0.443
H -3.539 1.090 -0.582 0.243
H -0.794 -2.503 -4.354 0.231
H 1.390 -5.068 -1.963 0.225
H 0.870 -3.652 0.049 0.249